Record 1
Computed, not measured: 2 unconnected molecules or ions with the total composition C5H9N3O, with the ωB97M-V functional and the def2-TZVPD basis.

Computed properties:
* energy above the lowest of the compared OMol25 structures with the same formula, charge and spin: 5.428 eV
* HOMO (alpha / beta): -8.72 / -8.72 eV
* frontier orbital gap (alpha / beta): 8.65 / 8.65 eV
* charge: 0
* electronic energy: -11843.98033 eV

CARTESIAN COORDINATES (ANGSTROEM)
O: -3.577 -2.408 0.158
N: -3.786 -1.193 -0.055
C: -4.977 -0.588 -0.224
C: -5.004 0.834 -0.280
C: -3.940 1.684 -0.070
N: -2.746 1.175 0.295
C: -2.563 -0.055 0.191
H: -5.789 -1.283 -0.251
H: -5.993 1.397 -0.518
H: -3.906 2.704 -0.030
H: -1.564 -0.415 0.435
C: 4.255 -0.568 0.452
N: 3.645 -0.286 -0.824
H: 5.005 0.015 0.818
H: 3.466 -0.519 1.371
H: 4.601 -1.525 0.341
H: 4.194 0.520 -1.136
H: 2.699 0.033 -0.803

Record 2
Computed, not measured: C30H46FN4OPS in the gas phase, with the ωB97M-V functional and the def2-TZVPD basis.

Computed properties:
* HOMO: -7.86 eV
* frontier orbital gap: 7.73 eV
* charge: 0
* electronic energy: -62693.41724 eV

CARTESIAN COORDINATES (ANGSTROEM)
C: -5.739 -4.230 -4.785
C: -5.435 -2.651 -4.725
C: -4.003 -2.330 -5.441
C: -3.276 -1.037 -4.789
C: -1.917 -1.392 -4.004
C: -1.055 -0.040 -3.879
C: -1.275 0.778 -2.529
C: -2.503 1.742 -2.419
C: -2.657 2.568 -1.085
P: -4.143 3.750 -1.053
O: -5.211 3.265 -0.056
C: -1.631 2.436 0.103
N: -1.912 3.279 1.286
C: -1.485 4.681 0.893
C: -0.432 5.341 1.912
C: -0.391 1.465 -0.003
C: -0.269 0.669 -1.321
S: 1.132 -0.504 -1.555
C: 1.727 -0.766 0.193
C: 2.634 -2.012 0.420
C: 3.041 -3.057 -0.735
C: 3.899 -2.394 -1.927
C: 5.424 -2.936 -2.008
N: 5.965 -2.567 -3.373
C: 3.180 -2.220 1.856
C: 2.843 -1.232 3.038
C: 3.531 -1.570 4.437
F: 3.732 -3.026 4.446
C: 2.665 -1.231 5.735
C: 3.268 0.156 6.341
C: 1.924 -0.027 2.725
N: 1.578 0.959 3.799
C: 0.307 0.797 4.163
C: -0.516 2.041 4.796
C: -0.533 -0.555 3.981
C: 1.334 0.247 1.286
N: 0.519 1.461 1.150
C: 1.438 2.645 1.032
H: -5.976 -4.612 -5.842
H: -6.656 -4.431 -4.136
H: -4.794 -4.768 -4.418
H: -5.366 -2.239 -3.663
H: -6.266 -2.131 -5.340
H: -4.268 -2.072 -6.535
H: -3.320 -3.250 -5.496
H: -3.092 -0.310 -5.669
H: -3.993 -0.514 -4.069
H: -1.319 -2.087 -4.712
H: -2.070 -1.926 -3.009
H: -1.405 0.653 -4.737
H: 0.071 -0.207 -4.087
H: -3.265 1.884 -3.263
H: -4.715 3.833 -2.386
H: -3.749 5.111 -0.735
H: -1.254 3.029 2.053
H: -0.994 4.717 -0.153
H: -2.379 5.409 0.831
H: 0.669 5.196 1.599
H: -0.606 6.483 1.865
H: -0.584 5.050 3.009
H: 3.747 -3.814 -0.215
H: 2.124 -3.648 -1.087
H: 3.981 -1.255 -1.728
H: 3.336 -2.557 -2.924
H: 6.096 -2.412 -1.248
H: 5.500 -4.074 -1.862
H: 5.740 -1.566 -3.509
H: 5.427 -3.062 -4.106
H: 3.875 -3.128 2.001
H: 4.592 -1.127 4.448
H: 2.910 -2.033 6.523
H: 1.539 -1.202 5.576
H: 2.486 0.798 6.865
H: 4.216 -0.024 6.974
H: 3.637 0.755 5.422
H: -1.558 1.988 4.292
H: -0.731 1.866 5.919
H: -0.004 3.044 4.610
H: 0.099 -1.508 4.031
H: -1.242 -0.608 4.897
H: -1.240 -0.535 3.068
H: 1.635 3.070 2.087
H: 0.973 3.456 0.357
H: 2.435 2.258 0.595

Record 3
Computed, not measured: 5 unconnected molecules or ions with the total composition C26H30F32N5O8S, with the ωB97M-V functional and the def2-TZVPD basis.

Computed properties:
* HOMO: -13.11 eV
* frontier orbital gap: 8.48 eV
* charge: +1
* electronic energy: -149055.71727 eV

CARTESIAN COORDINATES (ANGSTROEM)
C: 0.577 1.608 0.583
C: -0.498 2.528 -0.309
O: 0.253 3.025 -1.473
C: -1.750 1.531 -0.665
O: -2.940 2.212 -1.225
N: -3.944 1.302 -1.010
C: -3.999 0.132 -1.966
N: -3.222 -0.235 -3.037
N: -5.192 -0.651 -1.403
C: -5.784 0.043 -0.173
N: -6.941 -0.401 0.701
N: -4.920 1.312 -0.020
S: -5.056 2.613 1.164
C: -5.350 4.212 0.162
O: -6.364 2.435 2.028
O: -3.790 2.769 2.055
H: 1.685 1.966 0.473
H: 0.201 1.497 1.686
H: 0.526 0.522 0.090
H: -0.780 3.448 0.368
H: 0.040 4.011 -1.606
H: -2.109 1.064 0.373
H: -1.328 0.667 -1.332
H: -2.266 0.118 -3.265
H: -3.653 -0.919 -3.725
H: -7.741 0.263 0.606
H: -6.633 -0.495 1.714
H: -5.837 3.888 -0.869
H: -4.301 4.741 0.030
H: -6.141 4.901 0.694
C: -10.132 -1.571 -1.206
C: -10.942 -2.271 -0.105
C: -10.999 -3.791 -0.219
F: -11.585 -4.200 -1.366
F: -11.738 -4.319 0.795
F: -12.189 -1.731 -0.055
F: -10.354 -1.956 1.092
O: -10.884 -1.035 -2.298
C: -11.198 -1.961 -3.336
C: -12.707 -2.198 -3.486
F: -13.252 -2.681 -2.339
F: -12.965 -3.117 -4.453
F: -10.500 -3.105 -3.141
F: -10.705 -1.414 -4.480
H: -9.672 -0.691 -0.739
H: -9.281 -2.171 -1.549
H: -9.999 -4.231 -0.160
H: -13.226 -1.271 -3.741
C: 5.008 -1.198 -0.525
C: 4.078 -0.157 0.117
C: 4.788 0.924 0.925
F: 5.480 0.417 1.969
F: 3.885 1.795 1.454
F: 3.138 -0.797 0.862
F: 3.391 0.453 -0.900
O: 5.162 -2.429 0.186
C: 6.145 -2.418 1.220
C: 5.545 -2.640 2.614
F: 4.631 -1.682 2.921
F: 6.504 -2.579 3.575
F: 6.874 -1.281 1.131
F: 7.001 -3.434 0.924
H: 4.536 -1.491 -1.472
H: 5.973 -0.772 -0.824
H: 5.473 1.503 0.299
H: 5.050 -3.611 2.679
C: 6.540 -5.811 -3.273
C: 8.009 -5.818 -2.824
C: 8.367 -4.762 -1.785
F: 8.172 -3.505 -2.239
F: 9.685 -4.846 -1.453
F: 8.811 -5.729 -3.919
F: 8.259 -7.052 -2.282
O: 6.258 -5.124 -4.496
C: 6.066 -3.716 -4.375
C: 7.131 -2.903 -5.123
F: 8.380 -3.178 -4.665
F: 6.941 -1.569 -4.949
F: 5.973 -3.388 -3.065
F: 4.840 -3.464 -4.910
H: 6.275 -6.854 -3.484
H: 5.856 -5.515 -2.469
H: 7.789 -4.897 -0.866
H: 7.110 -3.120 -6.194
C: 2.901 5.834 4.959
C: 3.878 6.033 6.128
C: 5.185 6.727 5.760
F: 5.901 6.031 4.851
F: 5.982 6.855 6.856
F: 4.106 4.834 6.728
F: 3.236 6.799 7.065
O: 2.916 4.547 4.337
C: 3.911 4.366 3.331
C: 4.940 3.290 3.699
F: 5.588 3.594 4.853
F: 5.895 3.177 2.738
F: 4.475 5.562 3.040
F: 3.237 3.990 2.209
H: 1.892 5.917 5.382
H: 2.954 6.646 4.224
H: 5.003 7.732 5.368
H: 4.462 2.316 3.828

Record 4
Computed, not measured: a molecular structure, C2H10BaO11, with the ωB97M-V functional and the def2-TZVPD basis.

Computed properties:
* HOMO (alpha / beta): -1.48 / -1.48 eV
* frontier orbital gap (alpha / beta): 2.60 / 2.60 eV
* charge: -1
* electronic energy: -25453.55597 eV
* 2S+1: 2

CARTESIAN COORDINATES (ANGSTROEM)
Ba: 17.365 2.526 15.354
C: 16.418 -0.880 15.067
O: 16.047 -1.430 16.164
O: 15.898 0.208 14.784
O: 17.049 -1.449 14.213
C: 16.627 1.485 18.355
O: 17.774 1.602 17.929
O: 15.689 2.076 17.743
O: 16.328 0.391 18.873
O: 15.805 4.533 14.205
H: 16.063 5.281 13.666
H: 14.851 4.590 14.253
O: 17.115 4.715 16.838
H: 16.358 5.246 17.087
H: 17.389 4.292 17.652
O: 19.293 3.698 13.501
H: 20.116 3.219 13.403
H: 19.481 4.570 13.152
O: 19.939 1.648 15.430
H: 20.601 2.229 15.805
H: 20.357 1.279 14.651
O: 18.439 0.911 13.070
H: 19.148 0.567 12.527
H: 17.834 0.176 13.169

Record 5
Computed, not measured: C3H7ClFN in the gas phase, with the ωB97M-V functional and the def2-TZVPD basis.

Computed properties:
* energy above the lowest of the compared OMol25 structures with the same formula, charge and spin: 0.878 eV
* HOMO: -9.38 eV
* frontier orbital gap: 10.32 eV
* charge: 0
* electronic energy: -19953.92219 eV

CARTESIAN COORDINATES (ANGSTROEM)
C: -0.461 -0.166 -1.551
N: 0.493 0.647 -0.868
C: 0.252 0.771 0.586
C: 0.207 -0.464 1.411
F: 0.203 -0.058 2.756
Cl: -1.179 -1.444 1.105
H: -0.347 -1.288 -1.531
H: -0.548 0.129 -2.627
H: -1.432 0.074 -1.121
H: 1.406 0.231 -1.032
H: -0.753 1.299 0.726
H: 1.064 1.414 0.896
H: 1.095 -1.145 1.251

Record 6
Computed, not measured: a gas-phase ion, C5H7N6S (charge +1), with the ωB97M-V functional and the def2-TZVPD basis.

Computed properties:
* energy above the lowest of the compared OMol25 structures with the same formula, charge and spin: 2.808 eV
* HOMO: -14.28 eV
* frontier orbital gap: 8.86 eV
* charge: +1
* electronic energy: -25063.18827 eV

CARTESIAN COORDINATES (ANGSTROEM)
C: 1.732 1.267 -1.987
C: -0.474 -1.708 0.697
C: 0.192 1.560 -0.472
C: 0.824 -2.076 1.155
C: -0.757 2.229 0.454
N: 1.114 2.176 -1.237
N: -1.595 -2.353 0.947
N: -2.541 -1.672 0.260
N: -2.342 -0.693 -0.396
N: -0.667 -0.656 -0.168
N: 0.152 0.213 -0.756
S: 1.169 -0.297 -1.940
H: 2.553 1.603 -2.578
H: 0.778 -2.220 2.276
H: 1.059 -2.969 0.754
H: 1.722 -1.401 0.855
H: -0.388 1.965 1.506
H: -0.828 3.330 0.333
H: -1.703 1.701 0.299

| no. | largest force on an atom (eV/A) |
| --- | --- |
| 1 | 5.66 |
| 2 | 4.86 |
| 3 | 7.87 |
| 4 | 7.81 |
| 5 | 2.38 |
| 6 | 4.54 |